{
  "formula": "C29H22ClCoN2O3",
  "method": "ωB97M-V/def2-TZVPD",
  "elements": ["Co", "C", "C", "C", "C", "C", "C", "N", "N", "C", "C", "C", "C", "C", "C", "H", "H", "H", "H", "H", "H", "H", "H", "H", "C", "C", "C", "C", "C", "C", "C", "C", "H", "H", "H", "H", "H", "C", "C", "C", "C", "Cl", "C", "C", "C", "O", "C", "C", "O", "O", "H", "H", "H", "H", "H", "H", "H", "H"],
  "xyz": [[-0.210462, -0.504870, 0.216240], [1.769662, -0.453749, 5.686632], [1.424907, 0.459117, 4.700969], [0.936997, 0.012311, 3.482427], [0.785802, -1.347201, 3.248714], [1.128478, -2.267451, 4.235917], [1.620041, -1.815991, 5.448358], [0.281065, -1.709915, 1.968640], [0.017130, -2.916270, 1.814733], [-0.500249, -3.217128, 0.536865], [-0.776596, -4.558661, 0.272798], [-1.278574, -4.912488, -0.964048], [-1.500965, -3.915687, -1.915792], [-1.229010, -2.583698, -1.636651], [-0.722471, -2.193653, -0.395632], [2.153382, -0.108146, 6.638346], [1.534292, 1.521031, 4.880101], [0.651546, 0.708446, 2.703376], [1.005041, -3.321985, 4.034029], [1.889887, -2.530046, 6.216812], [-0.586841, -5.295543, 1.044827], [-1.498779, -5.947591, -1.193875], [-1.896311, -4.187196, -2.888809], [-1.413080, -1.832047, -2.395742], [-1.980250, -0.010991, 0.727901], [-3.112240, 0.306255, 1.053068], [-4.439769, 0.669707, 1.442198], [-4.992600, 1.901729, 1.071907], [-6.279283, 2.248580, 1.452198], [-7.049498, 1.375927, 2.209786], [-6.514427, 0.149615, 2.583102], [-5.228095, -0.200190, 2.206271], [-4.393555, 2.580264, 0.478803], [-6.684643, 3.207852, 1.152752], [-8.055272, 1.647905, 2.505175], [-7.104818, -0.541275, 3.173320], [-4.809509, -1.155328, 2.495414], [3.595064, 1.741882, -5.775319], [3.556429, 2.493440, -4.476925], [3.668777, 3.871407, -4.428532], [3.611062, 4.539932, -3.214369], [3.758875, 6.281709, -3.188085], [3.432159, 3.848257, -2.036180], [3.319457, 2.463159, -2.067151], [3.388475, 1.785922, -3.277828], [3.317354, 0.439935, -3.407700], [3.092213, -0.318929, -2.233771], [1.709107, -0.118341, -1.609938], [0.796681, 0.381577, -2.255195], [1.648535, -0.546962, -0.403006], [3.704381, 2.427484, -6.615161], [2.680696, 1.161531, -5.906747], [4.422972, 1.030890, -5.791044], [3.797438, 4.433826, -5.344744], [3.370302, 4.379692, -1.096659], [3.157007, 1.932070, -1.140158], [3.863392, -0.127851, -1.483850], [3.168695, -1.362264, -2.538768]],
  "forces_ev_per_a": [[-0.07, 0.05, 0.08], [-0.01, -0.01, -0.01], [0.01, 0.00, 0.01], [-0.02, 0.01, -0.01], [0.02, -0.01, 0.06], [0.01, -0.01, -0.02], [0.00, 0.01, 0.01], [-0.03, 0.04, -0.05], [0.00, -0.01, 0.05], [-0.02, 0.01, -0.06], [0.02, 0.00, 0.03], [-0.01, 0.00, -0.01], [0.01, 0.01, 0.01], [-0.01, -0.02, -0.02], [0.01, -0.03, 0.01], [0.00, 0.00, 0.00], [0.00, 0.00, 0.00], [0.00, 0.00, 0.00], [0.00, 0.00, 0.00], [0.00, 0.00, 0.00], [0.00, -0.01, -0.01], [0.00, 0.00, 0.01], [0.00, -0.01, 0.00], [0.00, 0.01, 0.01], [0.07, -0.10, -0.08], [0.01, 0.05, 0.04], [0.01, 0.00, 0.00], [-0.01, 0.01, 0.00], [0.01, 0.00, 0.00], [0.00, 0.00, 0.00], [0.00, 0.00, 0.00], [0.00, 0.00, 0.00], [0.00, 0.00, 0.00], [0.00, 0.00, 0.00], [0.00, 0.00, 0.00], [0.00, 0.00, 0.00], [0.00, 0.00, 0.00], [0.00, 0.00, 0.00], [0.00, -0.02, 0.00], [0.00, 0.01, 0.00], [0.00, -0.01, -0.01], [0.00, 0.00, 0.00], [0.01, 0.00, -0.01], [0.01, 0.02, 0.02], [-0.01, 0.03, -0.01], [0.00, 0.00, 0.01], [-0.01, -0.04, 0.00], [0.01, -0.03, 0.01], [0.00, 0.01, 0.00], [-0.03, 0.02, -0.03], [0.00, 0.00, 0.00], [0.00, 0.00, 0.00], [0.00, 0.00, 0.00], [0.00, 0.00, 0.00], [0.00, 0.00, 0.00], [0.00, 0.00, -0.01], [0.01, 0.02, 0.00], [0.00, 0.01, 0.00]],
  "mulliken_spin": [1.12, 0.00, 0.00, 0.00, 0.00, 0.00, 0.00, 0.03, -0.02, 0.00, 0.00, 0.00, 0.00, -0.06, -0.05, 0.00, 0.00, 0.00, 0.00, 0.00, 0.00, 0.00, 0.00, 0.00, 0.01, -0.02, 0.00, 0.00, 0.00, 0.00, 0.00, 0.00, 0.00, 0.00, 0.00, 0.00, 0.00, 0.00, 0.00, 0.00, 0.00, 0.00, 0.00, 0.00, 0.00, 0.00, 0.00, -0.01, 0.01, 0.00, 0.00, 0.00, 0.00, 0.00, 0.00, 0.00, 0.00, 0.00],
  "homo_lumo_gap_ev": [7.06, 7.07],
  "e_homo_ev": [-4.79, -4.79],
  "multiplicity": 2,
  "total_charge": -1,
  "energy_ev": -89701.7190,
  "lumo_energy_ev": [2.277, 2.284],
  "largest_force_ev_per_a": 0.147
}